Entry 1:
Formula: C4H14N2O
Source: the Open Molecules 2025 dataset
Level of theory: ωB97M-V/def2-TZVPD

Results
- DFT total energy: -345.18149 hartree
- Expectation value of S²: 0.75
- LUMO (alpha / beta): -3.36 / -8.02 eV
- Molar mass: 106.2 g/mol
- Relative energy (zero: lowest compared OMol25 entry of this formula, charge and spin): 164.3 kJ/mol
- HOMO (alpha / beta): -13.62 / -13.62 eV
- HOMO-LUMO gap (alpha / beta): 10.253 / 5.594 eV
- Spin multiplicity: 2
- Total charge: +1

Last columns: bonded neighbours and bond lengths (Å).
Geometry (Å):
1 N 1.27016 0.27216 0.27315  C4 1.491, H7 1.041, H8 1.020
2 C 1.33942 2.94106 -0.12448  C3 1.568, H9 1.150, H10 1.105, H11 1.160
3 C 0.89857 2.03536 -1.32598  C2 1.568, C4 1.525, H12 1.067, H13 1.126
4 C 0.29802 0.75867 -0.74685  N1 1.491, C3 1.525, C5 1.482, H14 1.110
5 C 0.06463 -0.29639 -1.76094  C4 1.482, N6 1.495, H15 1.088, H16 1.086
6 N -0.63608 -1.53484 -1.30250  C5 1.495, H17 1.035, H18 1.023
7 H 2.17170 -0.20811 0.07432  N1 1.041
8 H 1.04263 0.29885 1.26696  N1 1.020
9 H 0.82073 2.88451 0.90034  C2 1.150
10 H 2.38450 2.90394 0.23268  C2 1.105
11 H 1.11450 4.04866 -0.38766  C2 1.160
12 H 1.54531 1.89381 -2.16239  C3 1.067
13 H -0.04207 2.50705 -1.72766  C3 1.126
14 H -0.62650 0.95666 -0.16607  C4 1.110
15 H -0.22403 0.02888 -2.75789  C5 1.088
16 H 1.08842 -0.65918 -1.73509  C5 1.086
17 H -1.64931 -1.38282 -1.15952  N6 1.035
18 H -0.35088 -2.23589 -1.99123  N6 1.023
19 H -3.31712 -4.13970 4.25682  O21 0.965
20 H -2.84087 -3.00111 3.34760  O21 0.921
21 O -2.64492 -3.46112 4.12047  H19 0.965, H20 0.921



Entry 2:
Formula: C4H14N2O
Source: the Open Molecules 2025 dataset
Level of theory: ωB97M-V/def2-TZVPD

Results
- DFT total energy: -344.89826 hartree
- LUMO: -7.06 eV
- Molar mass: 106.2 g/mol
- Relative energy (zero: lowest compared OMol25 entry of this formula, charge and spin): 135.6 kJ/mol
- HOMO: -18.66 eV
- HOMO-LUMO gap: 11.597 eV
- Total charge: +2

Last columns: bonded neighbours and bond lengths (Å).
Geometry (Å):
1 C -0.89541 -0.65516 -0.37967  C2 1.565, N6 1.518, H7 1.090, H8 1.096
2 C 0.30863 0.33314 -0.22690  C1 1.565, C3 1.509, H9 1.080, H10 1.100
3 C 1.52938 -0.06215 0.56667  C2 1.509, C4 1.334, H11 1.080
4 C 1.30553 -0.56087 1.78354  C3 1.334, N5 1.485, H12 1.091
5 N 2.42048 -1.18331 2.54117  C4 1.485, H13 1.027, H14 1.032, H15 1.025
6 N -2.06847 0.15706 -0.89831  C1 1.518, H16 1.011, H17 1.071, H18 1.019
7 H -0.74887 -1.45653 -1.10431  C1 1.090
8 H -1.02422 -1.15518 0.58671  C1 1.096
9 H 0.56765 0.48329 -1.26482  C2 1.080
10 H -0.07908 1.28857 0.15566  C2 1.100
11 H 2.56656 -0.03475 0.26524  C3 1.080
12 H 0.37552 -0.37060 2.32080  C4 1.091
13 H 2.80594 -1.94495 1.96976  N5 1.027
14 H 3.22155 -0.66463 2.93467  N5 1.032
15 H 1.96041 -1.59940 3.35742  N5 1.025
16 H -2.23292 0.99848 -0.36227  N6 1.011
17 H -1.70642 0.60090 -1.80349  N6 1.071
18 H -2.93763 -0.23399 -1.25787  N6 1.019
19 H -1.54551 2.42260 -2.35312  O21 0.970
20 H -1.73883 1.74303 -3.86735  O21 0.979
21 O -2.08430 1.89444 -2.96352  H19 0.970, H20 0.979



Entry 3:
Formula: C4H14N2O2
Source: the Open Molecules 2025 dataset
Level of theory: ωB97M-V/def2-TZVPD

Results
- DFT total energy: -420.52216 hartree
- LUMO: -3.98 eV
- Molar mass: 122.2 g/mol
- Relative energy (zero: lowest compared OMol25 entry of this formula, charge and spin): 742.9 kJ/mol
- HOMO: -7.55 eV
- HOMO-LUMO gap: 3.568 eV

Last columns: bonded neighbours and bond lengths (Å).
Geometry (Å):
1 N 1.06650 -0.37866 -1.82158  H8 1.080, H9 1.002, H21 1.002
2 C -1.83462 -0.02349 0.99775  C3 1.456, C5 1.468, H10 1.086
3 C -2.37605 -0.93020 -0.00522  C2 1.456, O4 1.433, H11 1.088, H12 1.099
4 O -1.58299 -1.02754 -1.19475  C3 1.433, H13 0.984
5 C -0.52955 -0.25402 1.62989  C2 1.468, N6 1.495, H14 1.088, H15 1.095
6 N 0.72884 0.29538 1.03859  C5 1.495, C7 1.461, H16 1.017
7 C 0.58001 1.53851 0.28502  N6 1.461, H17 1.096, H18 1.088, H19 1.087
8 H 1.99202 -0.14564 -1.31516  N1 1.080
9 H 1.11408 0.03362 -2.73392  N1 1.002
10 H -2.38919 0.63006 1.66444  C2 1.086
11 H -3.35484 -0.65035 -0.38797  C3 1.088
12 H -2.40779 -1.93966 0.42804  C3 1.099
13 H -0.73535 -0.55060 -1.04239  O4 0.984
14 H -0.59324 0.20465 2.61415  C5 1.088
15 H -0.33618 -1.33096 1.67541  C5 1.095
16 H 1.26698 -0.33221 0.44661  N6 1.017
17 H 0.41944 2.38274 0.96452  C7 1.096
18 H 1.53140 1.67768 -0.22479  C7 1.088
19 H -0.18497 1.45092 -0.48218  C7 1.087
20 H 3.86784 0.18857 -0.03035  O22 0.960
21 H 0.56411 -1.24567 -1.82827  N1 1.002
22 O 3.19353 0.40685 -0.67782  H20 0.960



Entry 4:
Formula: C4H14N2O2
Source: the Open Molecules 2025 dataset
Level of theory: ωB97M-V/def2-TZVPD

Results
- DFT total energy: -420.76104 hartree
- LUMO: 0.77 eV
- Molar mass: 122.2 g/mol
- Structure (SMILES): NCCNCCO.O
- Relative energy (zero: lowest compared OMol25 entry of this formula, charge and spin): 115.7 kJ/mol
- HOMO: -8.95 eV
- HOMO-LUMO gap: 9.724 eV

Last columns: bonded neighbours and bond lengths (Å).
Geometry (Å):
1 N -0.12924 1.01311 1.47320  C2 1.459, H8 1.010, H9 1.012
2 C -1.39767 0.93084 0.75665  N1 1.459, C3 1.551, H10 1.088, H11 1.087
3 C -1.72334 -0.45475 0.13928  C2 1.551, N4 1.444, H12 1.102, H13 1.092
4 N -0.62467 -1.10220 -0.53709  C3 1.444, C5 1.454, H14 1.001
5 C 0.20225 -0.38695 -1.49542  N4 1.454, C6 1.523, H15 1.084, H16 1.098
6 C 1.05239 -1.40733 -2.24138  C5 1.523, O7 1.443, H17 1.080, H18 1.082
7 O 2.13465 -1.84923 -1.39523  C6 1.443, H19 0.962
8 H -0.03942 0.25912 2.13988  N1 1.010
9 H 0.62730 0.89603 0.81195  N1 1.012
10 H -2.17815 1.03458 1.50725  C2 1.088
11 H -1.51861 1.77187 0.07816  C2 1.087
12 H -2.59667 -0.33707 -0.52173  C3 1.102
13 H -2.03800 -1.05499 0.99569  C3 1.092
14 H -0.85342 -2.03444 -0.81964  N4 1.001
15 H 0.90150 0.27723 -1.00032  C5 1.084
16 H -0.42009 0.16946 -2.20870  C5 1.098
17 H 0.46718 -2.26313 -2.54230  C6 1.080
18 H 1.55038 -0.94513 -3.08395  C6 1.082
19 H 1.72719 -2.39531 -0.71589  O7 0.962
20 O 1.92857 2.84218 2.88829  H21 0.958, H22 0.963
21 H 1.29322 2.77612 2.17447  O20 0.958
22 H 1.63465 2.26000 3.59685  O20 0.963